1.
Formula: C4H9N2O2
Source: OMol25
Level of theory: wB97M-V/def2-TZVPD

Calculated values
Strongest force on any atom   4.55 eV/A
Energy above the lowest of the compared OMol25 structures with the same formula, charge and spin   5.4708 eV
Energy   -417.6816 Ha
Net charge   -1
Lowest unoccupied orbital energy   3.707 eV
Kohn-Sham gap   6.60 eV

Cartesian coordinates (Å):
1 O -0.399 -2.607 0.187
2 C -0.193 -1.506 -0.408
3 N -0.244 -1.440 -1.930
4 C 0.173 -0.163 0.236
5 C -0.105 -0.358 1.705
6 N 0.550 1.011 -0.513
7 C 0.115 2.375 0.052
8 O 0.669 2.779 1.232
9 H 0.620 -1.696 -2.384
10 H -1.088 -1.965 -2.293
11 H 0.932 -1.097 -0.147
12 H 0.173 0.530 2.324
13 H 0.504 -1.304 1.988
14 H -1.234 -0.422 1.943
15 H 0.269 0.783 -1.420
16 H -1.016 2.041 0.184
17 H 0.274 3.038 -0.754

Forces on atoms 1 to 3 (eV/Å):
O -0.270 1.446 -0.624
C -1.486 -0.022 -1.446
N -1.437 0.109 0.803

2.
Formula: C41H80InO23S10
Source: OMol25
Level of theory: wB97M-V/def2-TZVPD

Calculated values
Strongest force on any atom   4.30 eV/A
Energy   -7512.3790 Ha
Net charge   +1
Lowest unoccupied orbital energy   -1.490 eV
Kohn-Sham gap   7.15 eV

Cartesian coordinates (Å):
1 In -0.599 -0.855 0.292
2 C 1.643 6.360 2.895
3 O 1.135 5.870 1.928
4 O 1.815 6.826 3.991
5 O 0.406 0.710 0.545
6 C -1.006 -0.015 5.579
7 C -2.141 -0.938 5.996
8 C -2.611 -1.555 4.662
9 S -2.655 -0.300 3.513
10 O -3.980 0.269 3.533
11 O -2.148 -0.681 2.147
12 C -1.409 0.736 4.277
13 H -0.116 -0.611 5.332
14 H -0.774 0.740 6.374
15 H -2.980 -0.435 6.493
16 H -1.753 -1.677 6.647
17 H -3.560 -2.014 4.688
18 H -1.866 -2.232 4.237
19 H -1.874 1.704 4.498
20 H -0.505 0.904 3.659
21 C -0.571 6.705 -2.281
22 C -1.677 6.775 -1.248
23 C -1.842 5.296 -0.815
24 S -1.575 4.283 -2.232
25 O -2.854 3.754 -2.801
26 O -0.584 3.279 -1.908
27 C -0.936 5.613 -3.303
28 H 0.332 6.384 -1.752
29 H -0.257 7.631 -2.744
30 H -2.640 7.100 -1.656
31 H -1.510 7.467 -0.374
32 H -2.765 5.121 -0.201
33 H -1.043 4.922 -0.153
34 H -1.713 5.830 -4.015
35 H -0.101 5.176 -3.835
36 C -4.191 -0.606 -3.934
37 C -3.343 0.625 -4.316
38 C -2.091 0.778 -3.429
39 S -1.622 -0.867 -3.054
40 O -1.286 -1.045 -1.618
41 O -0.663 -1.299 -4.075
42 C -3.221 -1.673 -3.343
43 H -4.749 -0.986 -4.820
44 H -4.970 -0.284 -3.260
45 H -3.910 1.564 -4.313
46 H -3.005 0.591 -5.354
47 H -2.370 1.209 -2.460
48 H -1.202 1.235 -3.940
49 H -3.482 -2.150 -2.411
50 H -2.957 -2.454 -4.015
51 C -6.445 2.880 0.312
52 C -5.756 3.240 -0.983
53 C -5.248 1.941 -1.590
54 S -4.731 0.946 -0.144
55 O -3.265 0.942 -0.122
56 O -5.435 -0.344 -0.153
57 C -5.435 2.085 1.147
58 H -7.396 2.345 0.177
59 H -6.689 3.772 0.919
60 H -4.892 3.915 -0.837
61 H -6.470 3.721 -1.681
62 H -4.385 1.896 -2.279
63 H -6.029 1.401 -2.137
64 H -4.662 2.720 1.599
65 H -5.907 1.342 1.805
66 C 5.915 0.593 0.438
67 C 4.885 1.722 0.270
68 C 3.521 1.063 0.000
69 S 3.885 -0.479 -0.601
70 O 4.448 -0.327 -1.926
71 O 2.789 -1.405 -0.346
72 C 5.211 -0.747 0.539
73 H 6.618 0.706 1.263
74 H 6.592 0.592 -0.456
75 H 5.019 2.381 -0.569
76 H 4.759 2.453 1.078
77 H 3.018 1.580 -0.799
78 H 2.932 0.886 0.870
79 H 5.730 -1.609 0.141
80 H 4.801 -0.960 1.534
81 C 4.437 2.949 -3.776
82 C 4.189 2.414 -5.164
83 C 2.985 1.500 -5.113
84 S 1.881 2.219 -3.914
85 O 1.635 1.246 -2.869
86 O 0.778 2.890 -4.548
87 C 3.106 3.438 -3.262
88 H 5.163 3.767 -3.686
89 H 4.712 2.143 -3.113
90 H 5.004 1.864 -5.626
91 H 3.983 3.383 -5.702
92 H 3.236 0.537 -4.690
93 H 2.472 1.416 -6.092
94 H 3.107 3.416 -2.161
95 H 2.746 4.399 -3.580
96 C 3.367 1.372 6.833
97 C 3.492 2.658 5.959
98 C 4.235 2.253 4.725
99 S 3.439 0.689 4.334
100 O 4.327 -0.134 3.514
101 O 2.185 1.154 3.779
102 C 3.406 0.127 6.003
103 H 2.427 1.383 7.351
104 H 4.143 1.358 7.612
105 H 4.036 3.349 6.610
106 H 2.522 3.068 5.689
107 H 5.312 2.122 4.885
108 H 4.100 2.866 3.828
109 H 4.294 -0.528 6.167
110 H 2.513 -0.480 6.097
111 C 1.630 -5.384 2.224
112 C 2.896 -4.500 2.310
113 C 2.545 -3.171 1.725
114 S 0.896 -2.869 2.335
115 O -0.040 -2.552 1.297
116 O 1.045 -1.960 3.480
117 C 0.409 -4.591 2.712
118 H 1.610 -6.268 2.884
119 H 1.432 -5.627 1.168
120 H 3.684 -4.905 1.692
121 H 3.336 -4.496 3.337
122 H 2.511 -3.245 0.639
123 H 3.207 -2.379 1.998
124 H -0.558 -4.818 2.220
125 H 0.308 -4.707 3.804
126 C 2.736 -4.627 -4.475
127 C 2.468 -3.129 -4.412
128 C 2.361 -2.739 -2.918
129 S 1.767 -4.247 -2.126
130 O 0.541 -4.085 -1.344
131 O 2.849 -4.847 -1.428
132 C 1.602 -5.245 -3.611
133 H 3.752 -4.933 -4.300
134 H 2.553 -4.925 -5.515
135 H 1.571 -2.811 -4.991
136 H 3.291 -2.615 -4.905
137 H 1.631 -1.979 -2.673
138 H 3.354 -2.638 -2.478
139 H 0.687 -4.889 -4.139
140 H 1.669 -6.254 -3.288
141 C -4.212 -5.879 -0.174
142 C -5.022 -4.673 -0.578
143 C -4.974 -3.609 0.549
144 S -3.250 -3.723 0.989
145 O -3.209 -3.688 2.450
146 O -2.378 -2.865 0.137
147 C -2.845 -5.390 0.317
148 H -4.167 -6.714 -0.907
149 H -4.787 -6.291 0.686
150 H -6.069 -4.799 -0.843
151 H -4.568 -4.193 -1.473
152 H -5.521 -3.803 1.497
153 H -5.163 -2.598 0.209
154 H -2.374 -5.973 1.134
155 H -2.036 -5.240 -0.399

Forces on atoms 1 to 3 (eV/Å):
In -0.137 1.901 0.992
C -3.073 -0.050 1.611
O 2.519 1.501 2.315

3.
Formula: C28H16BrCl5HfN4O2S
Source: OMol25
Level of theory: wB97M-V/def2-TZVPD

Calculated values
Strongest force on any atom   0.44 eV/A
Energy above the lowest of the compared OMol25 structures with the same formula, charge and spin   0.0000 eV
Energy   -6767.0007 Ha
Net charge   +2
Lowest unoccupied orbital energy   -6.684 eV
Kohn-Sham gap   6.69 eV

Cartesian coordinates (Å):
1 Hf -0.448 -0.300 0.222
2 Br 5.868 0.434 3.845
3 C 4.091 0.171 3.312
4 C 3.400 -0.964 3.740
5 C 2.091 -1.195 3.347
6 C 1.473 -0.296 2.495
7 O 0.214 -0.529 2.042
8 C 2.146 0.862 2.067
9 C 1.556 1.847 1.194
10 N 0.478 1.685 0.496
11 C -0.050 2.703 -0.354
12 C 0.591 3.854 -0.723
13 C -0.063 4.814 -1.523
14 C -1.349 4.617 -1.931
15 C -2.028 3.424 -1.586
16 C -3.364 3.170 -1.961
17 C -3.971 2.004 -1.583
18 C -3.226 1.061 -0.871
19 N -1.959 1.243 -0.514
20 C -1.359 2.448 -0.827
21 C 3.461 1.093 2.504
22 H 3.896 -1.675 4.388
23 H 1.558 -2.074 3.682
24 H 2.081 2.797 1.133
25 H 1.606 4.050 -0.406
26 H 0.465 5.717 -1.797
27 H -1.866 5.362 -2.522
28 H -3.903 3.912 -2.538
29 H -4.998 1.786 -1.836
30 H -3.679 0.121 -0.591
31 H 3.986 1.984 2.183
32 Cl 5.911 -2.300 0.760
33 C 4.420 -1.819 0.082
34 C 4.326 -0.626 -0.645
35 Cl 5.707 0.356 -0.852
36 C 3.102 -0.207 -1.162
37 Cl 2.940 1.273 -2.017
38 C 1.962 -0.971 -0.935
39 O 0.726 -0.540 -1.327
40 C 2.071 -2.157 -0.217
41 Cl 0.580 -3.007 0.113
42 C 3.284 -2.602 0.290
43 Cl 3.358 -4.054 1.188
44 N -5.606 -5.268 1.387
45 C -5.664 -4.198 0.585
46 S -6.934 -3.702 -0.300
47 C -4.416 -3.368 0.552
48 C -3.751 -3.148 -0.655
49 C -2.687 -2.280 -0.665
50 N -2.261 -1.638 0.445
51 C -2.882 -1.876 1.612
52 C -3.957 -2.737 1.704
53 H -6.422 -5.855 1.473
54 H -4.759 -5.556 1.847
55 H -4.088 -3.620 -1.567
56 H -2.151 -2.078 -1.588
57 H -2.499 -1.359 2.483
58 H -4.447 -2.882 2.657

Forces on atoms 1 to 3 (eV/Å):
Hf -0.270 -0.311 0.144
Br 0.087 0.032 0.013
C -0.109 0.013 -0.044

What did the third record say?
Formula: C28H16BrCl5HfN4O2S
Source: OMol25
Level of theory: wB97M-V/def2-TZVPD

Calculated values
Strongest force on any atom   0.44 eV/A
Energy above the lowest of the compared OMol25 structures with the same formula, charge and spin   0.0000 eV
Energy   -6767.0007 Ha
Net charge   +2
Lowest unoccupied orbital energy   -6.684 eV
Kohn-Sham gap   6.69 eV

Cartesian coordinates (Å):
1 Hf -0.448 -0.300 0.222
2 Br 5.868 0.434 3.845
3 C 4.091 0.171 3.312
4 C 3.400 -0.964 3.740
5 C 2.091 -1.195 3.347
6 C 1.473 -0.296 2.495
7 O 0.214 -0.529 2.042
8 C 2.146 0.862 2.067
9 C 1.556 1.847 1.194
10 N 0.478 1.685 0.496
11 C -0.050 2.703 -0.354
12 C 0.591 3.854 -0.723
13 C -0.063 4.814 -1.523
14 C -1.349 4.617 -1.931
15 C -2.028 3.424 -1.586
16 C -3.364 3.170 -1.961
17 C -3.971 2.004 -1.583
18 C -3.226 1.061 -0.871
19 N -1.959 1.243 -0.514
20 C -1.359 2.448 -0.827
21 C 3.461 1.093 2.504
22 H 3.896 -1.675 4.388
23 H 1.558 -2.074 3.682
24 H 2.081 2.797 1.133
25 H 1.606 4.050 -0.406
26 H 0.465 5.717 -1.797
27 H -1.866 5.362 -2.522
28 H -3.903 3.912 -2.538
29 H -4.998 1.786 -1.836
30 H -3.679 0.121 -0.591
31 H 3.986 1.984 2.183
32 Cl 5.911 -2.300 0.760
33 C 4.420 -1.819 0.082
34 C 4.326 -0.626 -0.645
35 Cl 5.707 0.356 -0.852
36 C 3.102 -0.207 -1.162
37 Cl 2.940 1.273 -2.017
38 C 1.962 -0.971 -0.935
39 O 0.726 -0.540 -1.327
40 C 2.071 -2.157 -0.217
41 Cl 0.580 -3.007 0.113
42 C 3.284 -2.602 0.290
43 Cl 3.358 -4.054 1.188
44 N -5.606 -5.268 1.387
45 C -5.664 -4.198 0.585
46 S -6.934 -3.702 -0.300
47 C -4.416 -3.368 0.552
48 C -3.751 -3.148 -0.655
49 C -2.687 -2.280 -0.665
50 N -2.261 -1.638 0.445
51 C -2.882 -1.876 1.612
52 C -3.957 -2.737 1.704
53 H -6.422 -5.855 1.473
54 H -4.759 -5.556 1.847
55 H -4.088 -3.620 -1.567
56 H -2.151 -2.078 -1.588
57 H -2.499 -1.359 2.483
58 H -4.447 -2.882 2.657

Forces on atoms 1 to 3 (eV/Å):
Hf -0.270 -0.311 0.144
Br 0.087 0.032 0.013
C -0.109 0.013 -0.044

- Which value of energy does entry 3 give?
  -6767.0007 Ha